# 1
This record from the OMol25 dataset describes a 14-piece molecular cluster, C40H78F18N4O36P4 overall at a distorted geometry. The level of theory is ωB97M-V/def2-TZVPD.

Results
- Energy: -7661.4334 a.u.
- HOMO energy: -10.172 eV
- Energy relative to the best compared isomer or geometry (same formula, charge and spin): 0.0 kJ/mol
- Charge: 0

Element x y z (Å)
C: 3.741 -2.438 -2.943
N: 4.146 -0.979 -2.968
O: 3.673 -0.237 -3.828
O: 4.778 -0.563 -2.000
H: 2.666 -2.439 -2.764
H: 4.166 -3.007 -2.116
H: 3.969 -2.934 -3.886
C: 0.137 -2.081 5.354
N: 0.638 -1.665 4.048
O: 0.623 -0.515 3.760
O: 1.142 -2.510 3.342
H: 0.041 -1.182 5.963
H: 0.820 -2.815 5.782
H: -0.875 -2.480 5.286
C: 0.486 -5.175 -4.632
N: 0.925 -5.214 -3.219
O: 1.107 -6.359 -2.681
O: 1.026 -4.201 -2.529
H: 1.358 -5.306 -5.274
H: 0.100 -4.215 -4.975
H: -0.127 -6.072 -4.724
C: -2.160 3.969 -2.302
N: -1.154 4.233 -1.247
O: -1.541 4.761 -0.155
O: 0.044 4.032 -1.497
H: -2.068 2.906 -2.525
H: -1.852 4.552 -3.170
H: -3.180 3.938 -1.918
C: 2.731 1.718 -1.685
O: 2.228 0.429 -1.373
P: 0.598 0.228 -1.183
O: -0.122 0.792 -2.360
O: 0.523 -1.403 -0.908
C: 1.143 -2.085 0.172
O: 0.093 0.934 0.162
C: -1.281 0.861 0.457
H: 2.110 2.606 -1.568
H: 2.955 1.743 -2.752
H: 3.655 1.798 -1.112
H: 1.842 -1.351 0.574
H: 1.760 -2.887 -0.233
H: 0.422 -2.444 0.907
H: -1.428 -0.126 0.896
H: -2.040 1.045 -0.304
H: -1.421 1.536 1.302
C: -4.401 1.121 -4.745
O: -3.117 0.681 -5.020
P: -2.667 0.132 -6.476
O: -3.558 -0.914 -7.116
O: -2.462 1.478 -7.314
C: -3.411 1.754 -8.274
O: -1.133 -0.408 -6.174
C: -0.944 -1.239 -4.968
H: -5.056 1.266 -5.604
H: -4.399 2.150 -4.386
H: -4.894 0.572 -3.943
H: -4.417 1.720 -7.856
H: -3.523 1.125 -9.157
H: -3.234 2.787 -8.572
H: 0.005 -1.154 -4.440
H: -1.118 -2.274 -5.262
H: -1.661 -1.168 -4.151
C: 3.493 1.251 1.859
O: 3.947 2.112 3.041
P: 3.228 3.507 3.420
O: 4.093 4.321 4.261
O: 2.601 4.108 2.043
C: 3.504 4.693 1.116
O: 1.912 2.911 4.221
C: 2.190 2.138 5.385
H: 4.218 1.199 1.047
H: 2.525 1.474 1.410
H: 3.419 0.223 2.215
H: 4.454 4.160 1.079
H: 3.524 5.754 1.365
H: 3.146 4.620 0.089
H: 1.482 2.323 6.193
H: 3.115 2.337 5.926
H: 2.127 1.060 5.235
C: 2.204 4.927 -3.584
O: 3.340 5.307 -2.858
P: 4.585 5.905 -3.633
O: 4.235 6.963 -4.620
O: 5.462 6.520 -2.388
C: 4.788 7.077 -1.325
O: 5.428 4.680 -4.247
C: 6.076 3.769 -3.363
H: 1.435 5.586 -3.181
H: 1.847 3.919 -3.371
H: 2.289 5.056 -4.663
H: 4.948 8.148 -1.450
H: 5.406 6.905 -0.444
H: 3.730 6.828 -1.243
H: 6.129 3.948 -2.289
H: 7.123 3.745 -3.668
H: 5.732 2.736 -3.418
C: 4.204 -6.991 4.724
C: 5.101 -5.799 4.450
O: 4.629 -4.929 3.290
C: 5.234 -3.728 2.937
O: 6.220 -3.296 3.581
C: 4.644 -3.121 1.604
F: 5.518 -2.697 0.725
F: 3.713 -3.907 0.994
F: 4.165 -1.931 1.946
H: 4.745 -7.825 5.172
H: 3.833 -7.427 3.797
H: 3.360 -6.723 5.360
H: 6.061 -6.198 4.120
H: 5.382 -5.296 5.376
C: 1.134 -5.471 2.604
C: -0.017 -5.542 3.576
O: 0.205 -6.575 4.545
C: -0.190 -7.848 4.319
O: -0.679 -8.267 3.231
C: 0.038 -8.773 5.473
F: -1.151 -9.159 5.853
F: 0.691 -9.814 5.046
F: 0.613 -8.159 6.487
H: 1.457 -6.411 2.157
H: 1.961 -5.031 3.162
H: 0.890 -4.895 1.711
H: -0.804 -5.987 2.968
H: -0.350 -4.569 3.938
C: -2.006 -5.495 -0.439
C: -3.109 -5.502 0.562
O: -3.934 -4.410 0.263
C: -3.683 -3.162 0.835
O: -2.750 -2.987 1.591
C: -4.690 -2.062 0.422
F: -5.881 -2.384 1.129
F: -4.317 -0.894 0.956
F: -4.895 -1.971 -0.911
H: -2.406 -5.633 -1.443
H: -1.327 -6.327 -0.254
H: -1.400 -4.590 -0.385
H: -2.737 -5.627 1.579
H: -3.692 -6.419 0.482
C: -6.549 -0.716 6.781
C: -5.760 -1.854 5.999
O: -4.452 -1.452 5.742
C: -4.298 -0.714 4.653
O: -5.055 -0.560 3.731
C: -2.809 -0.116 4.505
F: -1.965 -0.510 5.464
F: -2.350 -0.585 3.287
F: -2.908 1.167 4.496
H: -6.144 -0.469 7.762
H: -7.497 -1.143 7.107
H: -6.710 0.167 6.164
H: -6.341 -2.199 5.144
H: -5.632 -2.740 6.620
C: -0.109 2.851 -5.056
C: -0.541 3.874 -6.184
O: 0.022 5.190 -6.192
C: -0.187 6.102 -7.188
O: -0.874 5.824 -8.215
C: 0.654 7.411 -7.096
F: -0.160 8.427 -6.947
F: 1.483 7.422 -6.092
F: 1.220 7.521 -8.293
H: 0.937 2.581 -5.203
H: -0.660 1.911 -5.058
H: -0.156 3.291 -4.060
H: -1.616 3.765 -6.328
H: -0.239 3.439 -7.136
C: -4.777 2.395 0.967
C: -4.193 3.364 2.061
O: -4.928 3.257 3.371
C: -4.871 4.289 4.283
O: -4.365 5.387 4.111
C: -5.795 4.086 5.522
F: -4.983 3.573 6.449
F: -6.183 5.242 5.893
F: -6.816 3.273 5.340
H: -4.141 2.349 0.082
H: -5.807 2.694 0.771
H: -5.007 1.415 1.384
H: -4.170 4.387 1.685
H: -3.186 3.000 2.266

---

# 2
This record from the OMol25 dataset describes a 7-piece molecular cluster, C40H79O12P overall at a distorted geometry. The level of theory is ωB97M-V/def2-TZVPD.

Results
- Structure (SMILES): COCCCCCCC[C@@]1(P(O)O)OC(=O)O[C@H]1CCC(C)C.C1CCOC1.C1CCOC1.C1CCOC1.C1CCOC1.C1CCOC1.C1CCOC1
- Energy: -2815.6705 a.u.
- HOMO energy: -8.277 eV
- Energy relative to the best compared isomer or geometry (same formula, charge and spin): 0.0 kJ/mol
- Charge: 0

Element x y z (Å)
C: 4.532 1.979 0.656
O: 3.641 1.135 -0.050
C: 3.127 1.743 -1.221
C: 2.714 0.654 -2.177
C: 1.473 -0.095 -1.668
C: 0.768 -0.789 -2.834
C: -0.279 -1.874 -2.466
C: -0.614 -2.015 -0.974
C: -1.708 -1.007 -0.616
C: -1.804 -0.645 0.857
P: -2.077 -2.173 2.030
O: -0.554 -2.670 2.344
O: -2.774 -3.322 1.080
O: -0.551 -0.038 1.234
C: -0.843 1.087 1.927
O: -0.107 2.023 2.056
O: -2.073 0.960 2.438
C: -2.883 0.314 1.377
C: -3.501 1.453 0.562
C: -3.734 1.269 -0.932
C: -4.606 2.358 -1.543
C: -4.842 1.999 -3.022
C: -5.953 2.494 -0.840
H: 4.740 1.494 1.603
H: 4.071 2.943 0.858
H: 5.455 2.120 0.093
H: 3.898 2.377 -1.669
H: 2.274 2.379 -0.966
H: 3.524 -0.073 -2.195
H: 2.518 1.047 -3.171
H: 1.821 -0.822 -0.944
H: 0.774 0.601 -1.211
H: 0.276 -0.029 -3.433
H: 1.505 -1.238 -3.495
H: -1.220 -1.596 -2.943
H: -0.029 -2.836 -2.886
H: 0.268 -1.897 -0.352
H: -0.968 -3.026 -0.818
H: -2.666 -1.359 -0.984
H: -1.441 -0.093 -1.140
H: 0.093 -2.288 1.732
H: -2.176 -4.063 0.891
H: -3.635 -0.187 1.963
H: -2.913 2.353 0.729
H: -4.470 1.639 1.019
H: -4.158 0.290 -1.158
H: -2.778 1.304 -1.447
H: -4.055 3.297 -1.524
H: -5.682 1.313 -3.096
H: -3.982 1.448 -3.398
H: -4.993 2.877 -3.639
H: -6.342 1.520 -0.554
H: -5.922 3.160 0.017
H: -6.670 2.933 -1.529
C: -7.098 0.275 5.026
C: -6.080 1.341 5.427
C: -4.926 1.040 4.479
O: -5.519 0.513 3.286
C: -6.895 0.208 3.519
H: -8.122 0.519 5.301
H: -6.839 -0.681 5.485
H: -6.483 2.337 5.228
H: -5.785 1.297 6.474
H: -4.253 0.284 4.895
H: -4.338 1.922 4.225
H: -7.511 0.952 3.001
H: -7.117 -0.775 3.102
C: 5.185 -2.583 0.000
C: 4.134 -3.688 0.106
C: 3.536 -3.670 -1.294
O: 4.581 -3.271 -2.179
C: 5.690 -2.775 -1.424
H: 5.978 -2.660 0.742
H: 4.713 -1.603 0.104
H: 4.612 -4.650 0.301
H: 3.392 -3.513 0.884
H: 2.722 -2.935 -1.361
H: 3.152 -4.641 -1.607
H: 6.498 -3.514 -1.465
H: 6.044 -1.850 -1.879
C: 5.009 7.169 1.965
C: 5.465 6.755 3.362
C: 5.244 5.249 3.324
O: 5.450 4.848 1.966
C: 5.501 5.999 1.122
H: 5.414 8.124 1.634
H: 3.920 7.229 1.929
H: 6.526 6.979 3.492
H: 4.915 7.240 4.166
H: 4.221 4.990 3.615
H: 5.933 4.700 3.966
H: 6.536 6.150 0.798
H: 4.885 5.821 0.239
C: 1.175 1.138 6.408
C: 1.163 1.388 4.902
C: 2.123 2.561 4.775
O: 3.078 2.416 5.833
C: 2.631 1.421 6.755
H: 0.861 0.134 6.690
H: 0.521 1.853 6.911
H: 1.562 0.517 4.376
H: 0.179 1.608 4.500
H: 1.600 3.515 4.903
H: 2.646 2.581 3.819
H: 3.249 0.525 6.630
H: 2.764 1.793 7.772
C: -0.357 -6.684 -2.475
C: -1.656 -5.936 -2.762
C: -2.404 -6.104 -1.449
O: -1.411 -6.175 -0.416
C: -0.119 -6.340 -1.011
H: 0.473 -6.388 -3.117
H: -0.510 -7.759 -2.589
H: -1.448 -4.884 -2.943
H: -2.211 -6.323 -3.616
H: -2.981 -7.034 -1.438
H: -3.079 -5.274 -1.237
H: 0.432 -5.400 -0.906
H: 0.421 -7.120 -0.474
C: 0.098 -0.223 -8.331
C: -0.903 -1.287 -7.885
C: -0.251 -1.805 -6.609
O: 0.462 -0.704 -6.046
C: 0.539 0.361 -6.995
H: -0.325 0.526 -8.999
H: 0.944 -0.692 -8.836
H: -1.866 -0.824 -7.656
H: -1.070 -2.071 -8.621
H: 0.461 -2.610 -6.825
H: -0.975 -2.172 -5.879
H: -0.132 1.166 -6.673
H: 1.558 0.749 -7.014

---

no.,orbital gap (Ha)
1,0.343
2,0.324